(1)
DFT (wB97M-V/def2-TZVPD) results for 3 unconnected molecules or ions with the total composition C19H49BFN6O7P2 in a non-equilibrium geometry.

Results
* energy: -2415.93349 a.u.
* LUMO: 2.16 eV
* HOMO-LUMO gap: 3.8539 eV
* charge: -1
* E_HOMO: -1.691 eV

Last column: Mulliken charge in e.
Geometry (Å):
C -6.906 2.928 1.906  -0.847
C -7.312 1.541 1.477  0.674
O -8.461 1.174 1.637  -0.594
O -6.364 0.724 0.956  -0.301
C -6.269 0.804 -0.488  -0.646
C -4.794 0.863 -0.869  -0.453
C -4.238 2.258 -0.562  -0.022
C -2.699 2.297 -0.418  -0.773
C -1.903 2.617 -1.699  -0.194
F -2.833 2.278 -2.786  -0.385
O -1.602 4.069 -1.745  -0.348
B -2.608 4.801 -2.266  0.660
O -2.797 4.983 -3.645  -0.577
O -3.511 5.495 -1.415  -0.662
H -7.709 3.399 2.456  0.333
H -6.049 2.865 2.576  0.321
H -6.579 3.523 1.058  0.229
H -6.682 -0.115 -0.901  0.295
H -6.779 1.680 -0.885  0.397
H -4.690 0.733 -1.946  0.267
H -4.229 0.081 -0.372  0.309
H -4.657 2.577 0.395  -0.069
H -4.633 2.952 -1.306  0.252
H -2.400 1.276 -0.174  0.328
H -2.363 2.917 0.411  0.309
H -3.619 4.536 -3.862  0.258
H -4.382 5.097 -1.459  0.273
O -1.497 -1.140 -1.678  -0.911
P -0.246 -1.994 -1.631  1.150
N 0.231 -1.605 -3.254  0.446
C -0.065 -2.373 -4.435  -1.175
C 0.416 -0.179 -3.528  -0.966
N -1.043 -3.524 -1.420  0.188
C -1.208 -4.517 -2.450  -1.134
C -2.208 -3.496 -0.544  -1.105
N 1.282 -2.757 -1.443  0.127
C 2.465 -2.563 -2.263  -1.001
C 1.527 -3.606 -0.280  -1.088
H 0.582 -2.058 -5.258  0.389
H -1.111 -2.269 -4.762  0.225
H 0.158 -3.432 -4.302  0.353
H 1.287 0.204 -2.979  0.174
H -0.448 0.431 -3.242  0.247
H 0.606 -0.002 -4.588  0.360
H -1.838 -4.166 -3.278  0.297
H -1.679 -5.413 -2.036  0.401
H -0.242 -4.852 -2.834  0.240
H -3.116 -3.171 -1.070  0.312
H -2.050 -2.819 0.293  0.318
H -2.386 -4.491 -0.125  0.375
H 2.448 -3.240 -3.122  0.200
H 3.373 -2.773 -1.691  0.399
H 2.567 -1.542 -2.619  0.241
H 1.529 -4.665 -0.564  0.226
H 0.765 -3.465 0.482  0.334
H 2.483 -3.366 0.190  0.346
O 3.761 -1.399 1.318  -0.982
P 3.739 -0.242 2.283  0.976
N 4.337 1.018 1.277  0.374
C 5.688 1.523 1.238  -1.121
C 3.619 1.175 0.012  -1.255
N 4.832 -0.898 3.456  0.213
C 6.148 -0.372 3.731  -1.080
C 4.825 -2.351 3.575  -1.124
N 3.157 0.860 3.450  0.043
C 2.926 2.284 3.260  -0.912
C 2.711 0.366 4.750  -1.066
H 5.712 2.487 0.725  0.384
H 6.384 0.842 0.724  0.281
H 6.074 1.734 2.235  0.332
H 2.596 1.525 0.190  0.421
H 3.558 0.239 -0.552  0.275
H 4.099 1.914 -0.627  0.396
H 6.825 -0.456 2.871  0.299
H 6.604 -0.916 4.562  0.373
H 6.097 0.668 4.062  0.258
H 5.456 -2.835 2.819  0.314
H 3.816 -2.746 3.467  0.336
H 5.181 -2.647 4.566  0.382
H 3.841 2.847 3.459  0.244
H 2.157 2.650 3.943  0.359
H 2.573 2.522 2.261  0.262
H 3.446 0.611 5.522  0.299
H 2.576 -0.712 4.743  0.301
H 1.748 0.798 5.034  0.412

Cartesian forces (eV/Å) of the 3 atoms listed first:
C 0.679 -0.335 0.262
C -1.670 -0.148 0.433
O 1.005 0.006 -0.250

(2)
DFT (wB97M-V/def2-TZVPD) results for 4 unconnected molecules or ions with the total composition C19H49FN3O13P4 in a non-equilibrium geometry.

Results
* energy: -3360.55813 a.u.
* LUMO: -5.45 eV
* HOMO-LUMO gap: 6.1426 eV
* charge: +1
* E_HOMO: -11.588 eV

Last column: Mulliken charge in e.
Geometry (Å):
N 2.448 -0.530 0.095  -0.322
P 2.809 -2.231 -0.309  0.899
N 1.920 -3.254 0.892  -0.569
F 2.355 -2.709 -1.932  -0.192
N 4.605 -2.491 -0.190  -0.323
C 4.816 -2.560 1.193  0.643
O 5.185 -3.092 2.385  -0.305
H 1.457 -0.386 0.395  0.288
H 2.745 0.141 -0.647  0.236
H 0.965 -3.493 0.534  0.312
H 2.482 -4.139 0.999  0.334
O 1.594 2.971 -0.711  -0.704
P 0.875 4.146 -0.004  1.060
O 0.332 4.842 -1.407  -0.318
C -0.767 4.250 -2.071  -0.252
C -2.066 4.643 -1.398  -0.998
O 2.271 5.051 0.097  -0.383
C 3.506 4.424 0.414  -0.260
C 4.373 4.365 -0.830  -1.210
O 0.071 5.459 0.786  -0.328
C 0.681 6.172 1.847  -0.092
C 1.123 7.533 1.339  -1.136
H -0.655 3.159 -2.103  0.228
H -0.763 4.616 -3.101  0.309
H -2.128 4.213 -0.394  0.249
H -2.925 4.291 -1.978  0.407
H -2.133 5.730 -1.287  0.240
H 3.356 3.431 0.851  0.271
H 4.002 5.036 1.175  0.379
H 3.874 3.822 -1.640  0.275
H 5.328 3.877 -0.619  0.392
H 4.570 5.376 -1.206  0.312
H 1.505 5.608 2.293  0.235
H -0.074 6.309 2.627  0.358
H 1.860 7.448 0.537  0.258
H 1.562 8.129 2.144  0.388
H 0.272 8.082 0.920  0.316
O -1.398 -1.987 -4.295  -0.692
P -2.212 -2.731 -5.381  1.009
O -2.488 -4.075 -4.452  -0.281
C -3.462 -3.999 -3.430  -0.287
C -4.853 -4.143 -4.013  -1.022
O -0.841 -3.324 -6.122  -0.347
C 0.309 -2.499 -6.258  -0.394
C 1.380 -2.970 -5.292  -1.066
O -3.121 -3.563 -6.595  -0.331
C -2.697 -3.599 -7.946  -0.111
C -2.150 -4.982 -8.257  -1.109
H -3.363 -3.059 -2.874  0.276
H -3.270 -4.820 -2.734  0.304
H -5.098 -3.285 -4.646  0.264
H -5.601 -4.209 -3.217  0.406
H -4.921 -5.036 -4.641  0.240
H 0.068 -1.441 -6.114  0.353
H 0.672 -2.607 -7.286  0.355
H 1.023 -2.947 -4.257  0.185
H 2.276 -2.347 -5.367  0.404
H 1.656 -4.009 -5.505  0.305
H -1.974 -2.809 -8.165  0.238
H -3.575 -3.413 -8.571  0.354
H -1.285 -5.226 -7.636  0.252
H -1.851 -5.059 -9.305  0.385
H -2.905 -5.749 -8.049  0.314
O 0.372 1.528 5.455  -0.695
P 0.268 0.109 6.066  1.052
O 0.522 -0.679 4.631  -0.338
C 1.838 -0.733 4.116  0.159
C 2.640 -1.807 4.824  -1.059
O -1.396 0.097 5.965  -0.364
C -2.138 1.270 6.271  -0.345
C -2.685 1.865 4.986  -1.133
O 0.152 -1.476 6.748  -0.369
C -0.865 -1.812 7.676  -0.113
C -1.898 -2.685 6.983  -1.112
H 2.326 0.245 4.205  0.315
H 1.764 -0.974 3.053  -0.111
H 2.800 -1.542 5.873  0.355
H 3.616 -1.938 4.348  0.333
H 2.106 -2.762 4.811  0.237
H -1.538 1.994 6.831  0.353
H -2.970 0.975 6.920  0.357
H -1.882 2.102 4.281  0.242
H -3.254 2.776 5.189  0.390
H -3.342 1.146 4.483  0.294
H -1.311 -0.923 8.128  0.248
H -0.398 -2.384 8.482  0.355
H -2.374 -2.165 6.148  0.254
H -2.678 -2.999 7.681  0.387
H -1.424 -3.578 6.560  0.308

Cartesian forces (eV/Å) of the 3 atoms listed first:
N 0.291 -3.314 -1.426
P -1.313 0.219 -0.407
N 1.873 0.901 -2.933

(3)
DFT (wB97M-V/def2-TZVPD) results for 4 unconnected molecules or ions with the total composition C19H50N3O3PS in a non-equilibrium geometry.

Results
* energy: -1883.34198 a.u.
* SMILES: COC[C@@H](C)N.COC[C@@H](C)N.COC[C@@H](C)N.CCCP(C)CCCS
* LUMO: 0.64 eV
* HOMO-LUMO gap: 8.4929 eV
* E_HOMO: -7.849 eV

Last column: Mulliken charge in e.
Geometry (Å):
C -2.189 -0.094 3.005  -1.175
C -2.880 -1.389 2.498  -0.155
C -2.274 -2.026 1.202  -0.476
P -1.147 -0.902 0.210  0.501
C -2.029 -0.760 -1.457  -1.225
C 0.471 -1.774 -0.176  -1.024
C 1.588 -1.608 0.883  -0.520
C 1.165 -1.796 2.367  0.193
S 2.385 -2.955 3.173  -0.295
H -2.648 0.821 2.612  0.352
H -1.105 -0.078 2.873  0.177
H -2.365 -0.050 4.096  0.402
H -2.859 -2.111 3.319  -0.037
H -3.933 -1.158 2.279  0.365
H -3.055 -2.436 0.541  0.530
H -1.664 -2.903 1.496  -0.083
H -2.959 -1.350 -1.456  0.384
H -2.265 0.285 -1.682  0.303
H -1.411 -1.195 -2.259  0.348
H 0.843 -1.288 -1.095  0.325
H 0.273 -2.827 -0.445  0.516
H 2.072 -0.627 0.797  0.023
H 2.371 -2.360 0.698  0.491
H 1.159 -0.861 2.942  0.417
H 0.175 -2.247 2.512  -0.446
H 1.630 -3.728 4.030  0.080
C -1.725 -4.483 5.052  -1.313
C -0.979 -5.587 4.314  0.576
C -1.740 -6.923 4.272  -0.896
O -1.702 -7.657 5.484  -0.394
C -2.662 -7.262 6.448  -0.637
N 0.350 -5.733 4.910  -0.579
H -1.697 -4.614 6.134  0.243
H -1.273 -3.513 4.837  0.264
H -2.771 -4.440 4.740  0.365
H -0.851 -5.258 3.278  0.230
H -1.255 -7.564 3.531  0.391
H -2.776 -6.785 3.938  0.417
H -3.601 -6.948 5.983  0.291
H -2.270 -6.463 7.081  0.232
H -2.863 -8.122 7.087  0.265
H 0.886 -6.404 4.366  0.285
H 0.230 -6.192 5.809  0.280
C 3.738 2.195 -1.520  -1.626
C 2.230 2.342 -1.344  0.325
C 1.719 3.772 -1.587  -0.229
O 1.965 4.672 -0.519  -0.442
C 3.258 5.249 -0.514  -0.664
N 1.857 1.847 -0.016  -0.450
H 4.296 2.612 -0.682  0.353
H 4.009 1.141 -1.591  0.365
H 4.076 2.687 -2.435  0.350
H 1.753 1.699 -2.091  0.293
H 0.631 3.729 -1.684  0.302
H 2.100 4.180 -2.531  0.199
H 3.628 5.427 -1.528  0.272
H 3.961 4.620 0.037  0.239
H 3.193 6.206 0.004  0.273
H 0.842 1.858 0.067  0.176
H 2.162 2.540 0.664  0.273
C 0.042 5.954 -7.375  -1.440
C 1.016 5.647 -6.241  0.362
C 0.957 4.188 -5.759  -0.712
O -0.154 3.887 -4.931  -0.266
C -1.351 3.593 -5.629  -0.756
N 0.783 6.595 -5.146  -0.729
H -0.987 6.036 -7.027  0.286
H 0.298 6.905 -7.844  0.367
H 0.082 5.182 -8.146  0.344
H 2.025 5.818 -6.627  0.396
H 1.839 4.003 -5.138  0.292
H 1.013 3.484 -6.598  0.456
H -1.157 3.062 -6.565  0.351
H -1.919 4.505 -5.824  0.241
H -1.960 2.954 -4.988  0.223
H 1.490 6.452 -4.430  0.243
H -0.083 6.323 -4.687  0.343

Cartesian forces (eV/Å) of the 3 atoms listed first:
C -0.650 -0.256 0.995
C 0.208 0.595 -0.625
C 0.635 -0.698 0.049

Which of these has the lowest LUMO? C19H49FN3O13P4

Which value of E_HOMO does entry 2 give? -11.588 eV

Number 2 is which compound? C19H49FN3O13P4